{"formula": "C15H16LiN2OS", "method": "ωB97M-V with the def2-TZVPD basis set", "elements": ["Li", "O", "C", "C", "C", "C", "C", "C", "C", "C", "N", "H", "H", "H", "H", "H", "H", "H", "H", "H", "H", "H", "S", "C", "N", "C", "C", "C", "C", "C", "C", "H", "H", "H", "H", "H"], "coordinates": [[-0.07, 0.08, 0.11], [1.70, 0.68, -0.29], [2.47, 1.20, 0.82], [3.11, 0.09, 1.64], [2.13, -1.01, 2.07], [0.93, -0.50, 2.83], [0.92, -0.44, 4.21], [-0.20, 0.04, 4.86], [-1.29, 0.45, 4.11], [-1.21, 0.36, 2.74], [-0.12, -0.09, 2.10], [2.28, 0.47, -1.02], [1.76, 1.77, 1.42], [3.21, 1.90, 0.44], [3.57, 0.56, 2.51], [3.92, -0.37, 1.07], [2.67, -1.72, 2.70], [1.79, -1.56, 1.20], [1.78, -0.78, 4.77], [-0.23, 0.08, 5.94], [-2.20, 0.82, 4.58], [-2.04, 0.66, 2.11], [-3.85, 0.48, -2.33], [-2.26, 0.77, -1.78], [-1.79, -0.05, -0.88], [-2.74, -1.02, -0.57], [-2.58, -2.05, 0.35], [-3.62, -2.93, 0.55], [-4.82, -2.79, -0.16], [-5.00, -1.77, -1.07], [-3.94, -0.88, -1.27], [-1.68, 1.60, -2.17], [-1.65, -2.16, 0.90], [-3.52, -3.74, 1.25], [-5.63, -3.49, 0.01], [-5.93, -1.67, -1.62]], "nbo_charge": [0.892, -0.797, -0.072, -0.421, -0.440, 0.226, -0.242, -0.126, -0.250, 0.049, -0.572, 0.501, 0.191, 0.200, 0.228, 0.220, 0.239, 0.215, 0.233, 0.236, 0.240, 0.206, 0.480, -0.103, -0.581, 0.164, -0.240, -0.196, -0.178, -0.200, -0.256, 0.232, 0.222, 0.230, 0.231, 0.237], "de_lowest_kj_mol": 0.0, "charge": 1, "orbital_gap_ev": 9.5, "multiplicity": 1, "e_homo_ev": -11.916}

***

{"formula": "C6H9NO3", "method": "ωB97M-V with the def2-TZVPD basis set", "elements": ["C", "C", "C", "N", "C", "C", "O", "C", "O", "O", "H", "H", "H", "H", "H", "H", "H", "H", "H"], "coordinates": [[1.93, 1.09, 0.10], [1.24, -0.02, -0.61], [1.92, -1.32, -0.74], [0.05, 0.15, -1.10], [-0.94, 0.27, -0.13], [-2.39, 0.36, -0.54], [-2.98, 0.18, 0.78], [-2.06, -0.40, 1.59], [-2.09, -0.43, 2.79], [-1.07, -0.88, 0.77], [2.53, 0.68, 0.90], [1.21, 1.80, 0.47], [2.60, 1.55, -0.62], [1.47, -1.94, -1.49], [2.98, -1.16, -0.95], [1.86, -1.85, 0.21], [-0.83, 1.11, 0.58], [-2.74, -0.50, -1.09], [-2.69, 1.32, -0.93]], "nbo_charge": [-0.716, 0.556, -0.705, -0.600, 0.208, -0.083, -0.504, 0.968, -0.563, -0.542, 0.229, 0.233, 0.251, 0.249, 0.221, 0.265, 0.129, 0.200, 0.202], "smiles": "CC(C)=N[C@H]1COC(=O)O1", "de_lowest_kj_mol": 204.6, "orbital_gap_ev": 8.9, "multiplicity": 1, "e_homo_ev": -8.884}

***

{"formula": "C7H15O4Sn", "method": "ωB97M-V with the def2-TZVPD basis set", "elements": ["C", "O", "C", "C", "O", "C", "H", "H", "H", "H", "H", "H", "H", "H", "H", "O", "C", "C", "O", "C", "Sn", "H", "H", "H", "H", "H", "H"], "coordinates": [[-0.25, 2.01, 1.31], [-0.31, 1.75, -0.10], [-1.46, 1.08, -0.49], [-1.34, 0.56, -1.90], [-0.24, -0.35, -2.06], [0.91, 0.20, -2.74], [0.63, 2.66, 1.50], [-1.14, 2.60, 1.62], [-2.34, 1.75, -0.46], [-1.69, 0.24, 0.19], [-1.21, 1.38, -2.62], [-2.25, 0.00, -2.17], [1.68, -0.59, -2.77], [0.63, 0.45, -3.77], [1.26, 1.08, -2.20], [0.60, -1.81, 0.49], [-0.05, -2.07, 1.77], [0.34, -0.80, 2.54], [1.75, -0.85, 2.16], [1.70, -0.86, 0.80], [-0.14, -1.98, -1.17], [0.34, -3.05, 2.10], [-1.14, -2.18, 1.62], [0.02, 0.76, 2.15], [2.60, -1.27, 0.33], [1.39, 0.13, 0.43], [-0.30, -0.86, 3.44]], "nbo_charge": [-0.183, -0.547, -0.106, -0.100, -0.669, -0.274, 0.211, 0.198, 0.212, 0.182, 0.225, 0.237, 0.229, 0.219, 0.217, -0.704, -0.152, 0.008, -0.483, 0.211, 0.781, 0.238, 0.230, 0.150, 0.225, 0.187, 0.257], "charge": 1, "orbital_gap_ev": [8.5, 4.9], "multiplicity": 1, "e_homo_ev": [-12.121, -9.737]}

***

{"formula": "C8H13Br2", "method": "ωB97M-V with the def2-TZVPD basis set", "elements": ["Br", "Br", "C", "C", "C", "C", "C", "C", "C", "C", "H", "H", "H", "H", "H", "H", "H", "H", "H", "H", "H", "H", "H"], "coordinates": [[0.97, 0.20, -2.78], [3.67, 0.33, -0.78], [-2.02, 1.83, 0.08], [-0.99, 0.77, -0.33], [-1.54, -0.63, -0.19], [-0.47, -1.70, -0.46], [0.70, -1.56, 0.53], [1.13, -0.10, 0.58], [0.31, 0.96, 0.39], [2.60, 0.15, 0.81], [-1.63, 2.84, -0.09], [-2.91, 1.73, -0.57], [-2.27, 1.73, 1.15], [-0.77, 0.92, -1.41], [-1.88, -0.75, 0.84], [-2.41, -0.77, -0.83], [-0.91, -2.71, -0.41], [-0.04, -1.53, -1.47], [0.42, -1.96, 1.54], [1.57, -2.13, 0.14], [0.66, 2.00, 0.56], [3.09, -0.69, 1.30], [2.74, 1.06, 1.41]], "nbo_charge": [-0.080, 0.042, -0.594, -0.288, -0.392, -0.406, -0.451, 0.004, -0.145, -0.469, 0.206, 0.209, 0.203, 0.231, 0.193, 0.212, 0.207, 0.218, 0.221, 0.215, 0.211, 0.224, 0.231], "de_lowest_kj_mol": 32.2, "orbital_gap_ev": [9.7, 5.9], "multiplicity": 2, "e_homo_ev": [-9.124, -9.090]}

***

{"formula": "C3H10N2O", "method": "ωB97M-V with the def2-TZVPD basis set", "elements": ["N", "C", "C", "O", "C", "N", "H", "H", "H", "H", "H", "H", "H", "H", "H", "H"], "coordinates": [[0.65, 0.56, -1.35], [-0.27, -0.12, -0.48], [-0.65, 1.02, 0.65], [-0.45, 2.20, 0.11], [0.61, -1.34, -0.01], [-0.14, -2.17, 0.92], [1.53, 0.30, -0.95], [0.57, 0.13, -2.26], [-1.24, -0.48, -0.85], [0.07, 0.95, 1.59], [-1.61, 0.95, 1.06], [0.44, 2.07, -0.25], [1.27, -0.62, 0.64], [1.05, -2.08, -0.81], [-0.23, -1.74, 1.85], [0.05, -3.23, 1.13]], "nbo_charge": [-0.847, -0.103, -0.043, -0.695, -0.241, -0.889, 0.352, 0.376, 0.206, 0.103, 0.178, 0.481, 0.163, 0.219, 0.361, 0.380], "smiles": "NC[C@H](N)CO", "de_lowest_kj_mol": 297.5, "orbital_gap_ev": 9.8, "multiplicity": 1, "e_homo_ev": -8.846}

***

{"formula": "C11H10BCl2FNO7P", "method": "ωB97M-V with the def2-TZVPD basis set", "elements": ["O", "P", "B", "C", "O", "N", "C", "O", "F", "O", "C", "C", "C", "O", "O", "O", "H", "H", "H", "H", "H", "H", "Cl", "C", "C", "Cl", "C", "C", "C", "C", "H", "H", "H", "H"], "coordinates": [[-2.38, 1.97, 3.11], [-1.20, 1.96, 2.08], [-1.67, 1.20, 0.36], [-0.33, 0.51, -0.31], [-0.32, -0.76, -0.42], [0.90, 1.21, -0.77], [0.78, 1.78, -2.10], [-0.25, 1.92, -2.77], [2.03, 2.19, -2.72], [-2.75, 0.24, 0.53], [-3.81, 0.52, -0.42], [-3.17, 1.68, -1.33], [-4.18, 2.95, -1.59], [-4.09, 3.95, -0.79], [-5.13, 2.92, -2.61], [-2.18, 2.31, -0.45], [-0.66, 3.29, 1.98], [-0.16, 1.15, 2.71], [1.26, 1.89, -0.08], [-4.20, -0.44, -0.91], [-4.65, 1.07, 0.14], [-2.82, 1.33, -2.37], [5.53, -2.48, 2.71], [4.24, -2.72, 1.59], [3.25, -1.75, 1.37], [3.25, -0.24, 2.20], [2.23, -2.00, 0.46], [2.19, -3.20, -0.24], [3.17, -4.16, -0.03], [4.19, -3.92, 0.88], [1.45, -1.25, 0.28], [1.39, -3.38, -0.95], [3.14, -5.09, -0.58], [4.96, -4.67, 1.04]], "nbo_charge": [-1.122, 1.235, 0.401, 0.531, -0.594, -0.767, 0.963, -0.519, -0.389, -0.720, -0.080, -0.039, 0.734, -0.738, -0.875, -0.692, -0.098, -0.135, 0.409, 0.163, 0.180, 0.180, -0.006, -0.079, -0.079, 0.022, -0.142, -0.216, -0.214, -0.239, 0.271, 0.232, 0.206, 0.215], "charge": -2, "orbital_gap_ev": 4.8, "multiplicity": 1, "e_homo_ev": -1.142}

***

| no. | molar mass (g/mol) |
| --- | --- |
| 1 | 279.31 |
| 2 | 143.14 |
| 3 | 281.90 |
| 4 | 269.00 |
| 5 | 90.13 |
| 6 | 399.89 |